1.
The following is a quantum chemistry calculation of a molecular structure, C21H29F10N3O8PS, from OMol25.

Computed properties:
HOMO-LUMO gap ... 0.270 Eh
Net charge ... -1
Molecular weight ... 704.497 g mol⁻¹
HOMO level ... -0.1931 Eh

Geometry (Å):
C (6.753, -0.486, -1.452)
C (6.411, 0.766, -2.371)
O (7.146, 1.149, -3.308)
O (5.210, 1.488, -2.057)
C (4.105, 0.853, -2.786)
C (2.782, 1.726, -2.512)
C (1.785, 1.024, -1.437)
C (1.201, -0.362, -1.976)
P (0.327, -1.204, -0.459)
C (0.489, -2.997, -1.068)
C (-0.489, -3.450, -2.241)
C (-1.955, -3.931, -1.728)
F (-0.575, -2.523, -3.352)
O (-1.326, -0.910, -0.983)
C (-1.908, -0.471, 0.284)
S (-3.756, -0.820, 0.237)
O (-4.058, -2.304, 0.123)
O (-4.405, -0.300, 1.490)
C (-4.499, -0.071, -1.342)
F (-3.857, 1.183, -1.529)
F (-4.204, -1.009, -2.368)
C (-6.064, 0.231, -1.198)
F (-6.260, 1.237, -0.211)
F (-6.648, -0.968, -0.690)
C (-6.791, 0.707, -2.544)
F (-7.797, -0.271, -2.820)
F (-5.944, 0.828, -3.658)
C (-7.581, 2.104, -2.414)
F (-6.712, 3.208, -2.211)
F (-8.651, 2.073, -1.516)
F (-8.159, 2.336, -3.699)
C (-1.235, -1.106, 1.646)
N (-2.020, -2.168, 2.353)
C (-0.458, -0.126, 2.634)
C (-0.600, 1.401, 2.572)
C (0.165, 2.264, 3.546)
N (1.060, 1.937, 4.594)
C (1.191, 0.524, 4.577)
C (0.541, -0.535, 3.722)
O (-0.130, -1.904, 1.102)
H (7.381, -0.109, -0.565)
H (5.839, -1.018, -1.029)
H (7.404, -1.221, -2.047)
H (4.312, 0.838, -3.913)
H (4.004, -0.226, -2.417)
H (2.232, 1.813, -3.517)
H (3.114, 2.752, -2.149)
H (2.296, 0.933, -0.422)
H (0.918, 1.767, -1.311)
H (0.413, -0.160, -2.797)
H (1.996, -1.078, -2.393)
H (1.643, -1.132, 0.155)
H (0.229, 0.182, 0.010)
H (1.589, -3.172, -1.327)
H (0.271, -3.688, -0.172)
H (-0.025, -4.408, -2.692)
H (-2.678, -3.129, -2.108)
H (-1.991, -4.082, -0.604)
H (-2.223, -4.882, -2.322)
H (-1.875, 0.665, 0.173)
H (-1.374, -2.925, 2.632)
H (-2.413, -1.801, 3.234)
H (-1.279, 1.876, 1.794)
H (0.001, 3.398, 3.426)
H (1.931, 0.127, 5.366)
H (0.787, -1.634, 3.881)
C (4.825, 3.391, 5.698)
N (5.035, 2.557, 4.487)
O (5.605, 1.488, 4.636)
O (4.620, 3.006, 3.430)
H (5.242, 2.873, 6.559)
H (5.336, 4.339, 5.534)
H (3.752, 3.534, 5.816)

Atomic partial charges in e from the Mulliken method, atoms 1 to 2:
1. C -0.76
2. C 0.65


2.
The following is a quantum chemistry calculation of a gas-phase ion, C7H15N4 (charge +1), from OMol25.

Computed properties:
Energy relative to the best compared isomer or geometry (same formula, charge and spin) ... 567.6 kJ/mol
HOMO-LUMO gap (spin up / spin down) ... 0.264 / 0.264 Eh
Net charge ... +1
Molecular weight ... 155.225 g mol⁻¹
HOMO level (spin up / spin down) ... -0.4837 / -0.4837 Eh

Geometry (Å):
C (-2.092, -0.584, 2.149)
C (0.015, -1.317, 0.015)
C (-1.137, 0.697, -0.377)
C (0.560, -1.159, 1.360)
C (-1.110, 1.291, 1.053)
C (1.790, -0.106, -2.278)
C (0.269, -0.214, -2.168)
N (-2.762, -1.500, 2.071)
N (0.086, -0.138, -0.715)
N (-0.886, 0.837, 3.484)
N (-1.048, 0.332, 2.157)
H (0.703, -2.018, -0.479)
H (-0.957, -1.770, -0.018)
H (-2.097, 0.098, -0.492)
H (-1.159, 1.604, -1.176)
H (0.314, -1.961, 2.056)
H (1.398, -0.486, 1.439)
H (-0.271, 1.848, 1.172)
H (-2.050, 1.927, 0.955)
H (2.297, -0.698, -3.068)
H (2.094, 1.001, -2.510)
H (2.136, -0.521, -1.331)
H (-0.228, 0.607, -2.655)
H (-0.265, -1.152, -2.401)
H (-0.264, 0.180, 3.954)
H (-0.515, 1.764, 3.463)

Atomic partial charges in e from the natural (NBO) method, atoms 1 to 2:
1. C 0.37
2. C -0.38


3.
The following is a quantum chemistry calculation of 19 unconnected molecules or ions with the total composition CH39O19, from OMol25.

Computed properties:
Energy relative to the best compared isomer or geometry (same formula, charge and spin) ... 283.3 kJ/mol
HOMO-LUMO gap ... 0.345 Eh
Net charge ... -1
Molecular weight ... 355.304 g mol⁻¹
HOMO level ... -0.2611 Eh

Geometry (Å):
C (0.946, -1.118, 2.195)
O (-0.242, -0.403, 2.032)
H (0.774, -2.151, 2.369)
H (1.418, -0.992, 1.179)
H (1.430, -0.766, 3.162)
H (0.627, -3.796, -0.099)
H (1.840, -4.310, 0.372)
O (1.328, -3.552, 0.506)
H (1.802, -2.010, -2.044)
H (2.980, -1.709, -3.018)
O (2.054, -1.844, -2.896)
H (1.578, 0.607, -2.252)
H (3.132, 1.015, -2.055)
O (2.397, 0.892, -2.643)
H (-1.419, 1.631, -3.618)
H (0.512, 1.227, -0.230)
O (-2.222, 1.910, -3.053)
H (0.366, 2.730, 1.339)
H (0.028, 0.763, 1.997)
O (0.632, 1.885, 1.276)
H (-1.661, 0.914, 3.936)
H (-1.903, -0.378, 3.265)
O (-2.409, 0.470, 3.419)
H (-1.983, 2.786, -2.851)
H (-1.586, 0.317, 1.003)
O (-2.437, 0.415, 0.713)
H (0.553, -0.197, -0.497)
H (-2.637, -0.855, -0.681)
O (0.260, 0.541, -1.010)
H (-2.945, -2.588, -0.211)
H (-1.888, -2.541, 0.894)
O (-2.184, -3.097, 0.103)
H (3.620, 1.701, 0.168)
H (1.963, 1.261, 0.787)
O (2.798, 1.098, 0.208)
H (3.162, -2.111, 0.363)
H (3.314, -0.604, 0.286)
O (3.730, -1.487, -0.057)
H (-2.458, 0.115, -1.713)
H (-2.996, 0.957, 1.311)
O (-2.757, -0.876, -1.666)
H (-0.739, -1.804, -3.065)
H (-1.073, -2.220, -1.656)
O (-0.289, -2.124, -2.218)
H (-2.584, 2.437, -0.384)
H (-1.824, 2.841, 1.011)
O (-2.153, 3.158, 0.210)
H (0.591, 0.193, -3.652)
H (0.661, 1.768, -3.605)
O (0.076, 1.066, -3.985)
H (1.676, 1.409, 3.065)
H (0.403, 2.047, 3.648)
O (0.995, 1.308, 3.754)
H (0.445, 3.932, -1.005)
H (-1.072, 3.636, -1.013)
O (-0.369, 3.920, -1.615)
H (-1.424, -3.099, 2.260)
H (-1.401, -1.721, 2.868)
O (-1.434, -2.593, 3.092)

Atomic partial charges in e from the natural (NBO) method, atoms 1 to 2:
1. C -0.26
2. O -0.93


4.
The following is a quantum chemistry calculation of a gas-phase ion, C6H13NO (charge +1), from OMol25.

Computed properties:
Spin multiplicity ... 2
Energy relative to the best compared isomer or geometry (same formula, charge and spin) ... 85.0 kJ/mol
HOMO-LUMO gap (spin up / spin down) ... 0.459 / 0.261 Eh
Net charge ... +1
Molecular weight ... 115.176 g mol⁻¹
HOMO level (spin up / spin down) ... -0.5903 / -0.5829 Eh

Geometry (Å):
C (-1.621, -0.282, -0.131)
C (-2.864, 0.339, -0.751)
C (-0.490, -0.454, -1.098)
N (0.832, -0.703, -0.612)
C (1.285, -0.613, 0.748)
C (1.035, 0.749, 1.401)
C (2.257, 1.216, 2.210)
O (-0.631, -0.567, -2.283)
H (-1.368, 0.244, 0.784)
H (-1.807, -1.305, 0.216)
H (-2.626, 1.337, -1.112)
H (-3.655, 0.337, 0.010)
H (-3.271, -0.276, -1.541)
H (1.317, -1.357, -1.235)
H (2.351, -0.793, 0.679)
H (0.883, -1.458, 1.320)
H (0.197, 0.710, 2.094)
H (0.715, 1.519, 0.705)
H (1.944, 2.004, 2.887)
H (2.691, 0.387, 2.774)
H (2.987, 1.688, 1.548)

Atomic partial charges in e from the natural (NBO) method, atoms 1 to 2:
1. C -0.52
2. C -0.60


5.
The following is a quantum chemistry calculation of 2 unconnected molecules or ions with the total composition C5H15NO2S, from OMol25.

Computed properties:
Spin multiplicity ... 2
Energy relative to the best compared isomer or geometry (same formula, charge and spin) ... 0.0 kJ/mol
HOMO-LUMO gap (spin up / spin down) ... 0.389 / 0.195 Eh
Net charge ... +1
Molecular weight ... 153.247 g mol⁻¹
HOMO level (spin up / spin down) ... -0.4949 / -0.4773 Eh

Geometry (Å):
C (2.183, 0.065, 0.576)
N (1.068, 0.842, 0.022)
C (-0.079, 0.199, -0.530)
C (0.332, -0.595, -1.822)
S (-1.068, -1.042, -2.836)
C (-0.764, -0.729, 0.504)
O (-2.057, -1.083, 0.104)
C (2.316, 0.322, 2.075)
H (3.102, 0.338, 0.056)
H (2.005, -0.991, 0.371)
H (1.370, 1.658, -0.504)
H (-0.773, 0.991, -0.814)
H (0.956, 0.006, -2.484)
H (0.910, -1.477, -1.543)
H (-1.688, -1.839, -1.943)
H (-0.764, -0.244, 1.483)
H (-0.231, -1.678, 0.584)
H (-2.692, -0.336, 0.156)
H (2.533, 1.374, 2.257)
H (1.408, 0.064, 2.617)
H (3.139, -0.261, 2.484)
H (-4.170, 1.217, -0.878)
H (-3.303, 2.028, 0.079)
O (-3.733, 1.171, -0.016)

Atomic partial charges in e from the natural (NBO) method, atoms 1 to 2:
1. C -0.26
2. N -0.27


6.
The following is a quantum chemistry calculation of 2 unconnected molecules or ions with the total composition C9H15N2O3, from OMol25.

Computed properties:
Energy relative to the best compared isomer or geometry (same formula, charge and spin) ... 656.6 kJ/mol
HOMO-LUMO gap ... 0.366 Eh
Net charge ... +1
Molecular weight ... 199.230 g mol⁻¹
HOMO level ... -0.4891 Eh

Geometry (Å):
C (0.492, -3.209, 3.562)
C (-0.699, -2.716, 2.947)
C (-1.836, -2.104, 1.948)
N (-1.789, -0.625, 1.698)
C (-0.575, 0.112, 2.200)
C (0.804, -0.149, 1.318)
C (0.966, -1.212, 0.084)
N (1.912, 0.645, 1.638)
H (1.471, -3.792, 3.916)
H (-2.914, -2.366, 2.374)
H (-1.778, -2.662, 0.896)
H (-1.871, -0.427, 0.655)
H (-2.652, -0.179, 2.127)
H (-0.394, 0.014, 3.376)
H (-0.811, 1.273, 2.045)
H (2.097, -1.591, 0.116)
H (0.791, -0.732, -0.993)
H (0.289, -2.164, 0.146)
H (1.632, 1.295, 2.429)
C (1.401, 2.384, -3.172)
C (0.236, 2.447, -4.106)
O (-0.613, 1.418, -3.635)
C (-0.301, 1.214, -2.322)
O (-0.950, 0.518, -1.559)
O (0.832, 1.892, -1.974)
H (1.858, 3.364, -3.010)
H (2.172, 1.684, -3.511)
H (-0.297, 3.401, -4.045)
H (0.526, 2.266, -5.145)

Atomic partial charges in e from the natural (NBO) method, atoms 1 to 2:
1. C -0.15
2. C -0.14